# 1
A molecular structure, C39H49BInN7O12PS3 in a non-equilibrium geometry, computed with wB97M-V/def2-TZVPD.

Summary:
- E_LUMO (eV) = 0.62
- gap between HOMO and LUMO (Eh) = 0.161

```
! RIJCOSX wB97M-V def2-TZVPD def2/J DEFGRID3
* xyz -1 1
C -3.99733 -4.40284 1.67936
C -4.33535 -3.72940 0.33874
N -3.14411 -3.55499 -0.49691
C -3.20490 -4.18267 -1.82290
C -3.71572 -3.32223 -2.96588
C -2.58466 -2.26846 -0.48381
S -3.39516 -0.87407 -0.50169
S -0.77743 -2.30539 -0.52552
C -0.20967 -1.88809 1.15135
C 0.47889 -0.51847 1.21778
C -0.44605 0.67264 0.97194
In 0.36828 2.60979 1.62635
S 2.29325 3.16678 0.09740
C -1.23726 4.12988 1.36239
B -2.49067 3.67036 2.15244
O -2.35807 2.75057 3.19079
O -3.79185 4.13561 1.88763
P 1.12088 2.59484 4.05698
N 1.05985 1.13860 4.77344
H -4.09698 -5.48331 1.59332
H -4.70336 -4.05334 2.43037
H -2.98181 -4.15395 1.97527
H -5.05486 -4.36267 -0.17939
H -4.85473 -2.79690 0.54005
H -3.83369 -5.06595 -1.74464
H -2.20075 -4.52944 -2.08084
H -4.73173 -2.96213 -2.80849
H -3.71178 -3.90143 -3.88979
H -3.08896 -2.45051 -3.14633
H 0.52795 -2.65110 1.40307
H -1.01733 -1.98221 1.87572
H 1.23012 -0.54352 0.42201
H 1.00130 -0.44923 2.17330
H -1.42586 0.45698 1.40338
H -0.61366 0.75011 -0.10513
H 2.65870 1.92761 -0.23323
H -1.50615 4.14830 0.30107
H -0.92018 5.14293 1.61518
H -2.91534 1.98105 3.06076
H -4.20162 3.68765 1.14878
H 2.44305 3.04817 4.09933
H 0.36014 3.55810 4.78223
H 1.99633 0.90874 5.08798
C -4.11620 -9.98472 5.37915
C -4.53901 -9.91721 4.05842
C -5.25321 -8.81720 3.61261
C -5.52887 -7.79930 4.50515
C -5.12170 -7.84760 5.82438
C -4.40987 -8.95309 6.26053
N -6.27039 -6.61714 4.03157
O -6.62907 -6.60585 2.87201
O -6.47000 -5.72397 4.82729
H -3.55379 -10.84305 5.72202
H -4.30954 -10.72083 3.37249
H -5.58667 -8.75162 2.58808
H -5.35262 -7.03666 6.49833
H -4.08067 -9.00646 7.28891
C 4.97069 6.87057 8.50290
C 3.86193 7.28813 7.77939
C 3.54700 6.67896 6.57529
C 4.35336 5.65505 6.11826
C 5.46304 5.22630 6.81989
C 5.77104 5.84324 8.02177
N 4.01115 4.99218 4.84620
O 3.04152 5.40502 4.24879
O 4.71718 4.07209 4.48750
H 5.21046 7.34552 9.44532
H 3.23797 8.08788 8.15406
H 2.68693 6.99239 6.00303
H 6.07431 4.42374 6.43583
H 6.63532 5.51839 8.58481
C -0.24529 0.93839 -5.41334
C -0.19317 0.13197 -4.28463
C 0.92828 0.14649 -3.47322
C 1.97593 0.98050 -3.80029
C 1.94645 1.79654 -4.91599
C 0.82612 1.76592 -5.73071
N 3.14565 1.00502 -2.91304
O 3.15994 0.23680 -1.97852
O 4.03275 1.80319 -3.15637
H -1.12313 0.92528 -6.04285
H -1.02830 -0.50804 -4.03072
H 0.97220 -0.47498 -2.58976
H 2.78150 2.44043 -5.14669
H 0.78566 2.39243 -6.61137
C 0.09676 -5.13368 -7.54681
C 0.40959 -4.00647 -8.29468
C -0.31864 -2.83967 -8.13112
C -1.35139 -2.82699 -7.21348
C -1.68262 -3.93783 -6.46153
C -0.94905 -5.09978 -6.63422
N -2.11325 -1.58401 -7.01595
O -1.80725 -0.61997 -7.68844
O -2.98723 -1.58591 -6.17354
H 0.67248 -6.04096 -7.67305
H 1.22534 -4.03369 -9.00364
H -0.08358 -1.95528 -8.70365
H -2.49407 -3.89608 -5.75086
H -1.19125 -5.97772 -6.05160
C 4.84347 4.74358 -2.57028
C 4.80082 5.38507 -3.80172
C 5.13311 6.72546 -3.90710
C 5.50808 7.40641 -2.76353
C 5.54991 6.79176 -1.52439
C 5.21315 5.45122 -1.43345
N 5.88132 8.82393 -2.87165
O 5.81838 9.34759 -3.96830
O 6.23800 9.39821 -1.86151
H 4.58754 3.69465 -2.49927
H 4.50957 4.83489 -4.68648
H 5.10284 7.23093 -4.86044
H 5.83824 7.34903 -0.64609
H 5.23311 4.95420 -0.47350
*
```

Atom charges from the Löwdin analysis, given in e for atoms 1 to 4: -0.066 -0.260 -0.231 -0.241

# 2
A molecular structure, C26H28Cl2MnN5O2S, computed with wB97M-V/def2-TZVPD.

Summary:
- E_LUMO (alpha / beta) (eV) = 2.39 / 2.38
- gap between HOMO and LUMO (alpha / beta) (Eh) = 0.159 / 0.220

```
! RIJCOSX wB97M-V def2-TZVPD def2/J DEFGRID3
* xyz -1 6
Mn 0.98255 -0.17260 0.04541
C -1.70448 4.60298 -2.81814
C -2.51736 3.33231 -3.01464
N -1.68293 2.19279 -3.36308
C -1.15478 1.39753 -2.33314
S -0.72148 -0.21406 -2.91887
N -1.10714 1.86177 -1.15429
N -0.57639 1.14476 -0.11479
C -0.69118 1.81353 1.05961
C -1.25307 3.19904 1.14507
C -0.23142 1.16302 2.22700
C -0.35093 1.70921 3.53640
C 0.13809 1.02017 4.60954
C 0.76942 -0.22535 4.41968
C 0.87207 -0.69011 3.12742
N 0.38232 -0.05255 2.06558
H -2.34666 5.43384 -2.51577
H -1.19318 4.87753 -3.74263
H -0.95265 4.44943 -2.04468
H -3.23853 3.46970 -3.82385
H -3.07381 3.10711 -2.09957
H -1.94828 1.67216 -4.18058
H -1.07894 3.73137 0.21581
H -0.77498 3.75791 1.94802
H -2.33478 3.19254 1.32423
H -0.82292 2.67001 3.67970
H 0.05264 1.44392 5.60367
H 1.20067 -0.78347 5.23829
H 1.39585 -1.61440 2.91251
Cl 6.11898 2.57195 4.23722
C 4.93087 2.22063 2.97873
C 4.27833 3.27634 2.36275
C 3.35164 2.96565 1.36448
Cl 2.51187 4.29602 0.58382
C 3.04723 1.66949 0.94395
O 2.21135 1.44500 -0.02539
C 3.72571 0.59041 1.63441
C 3.47221 -0.76146 1.34836
O 2.57145 -1.23989 0.51988
C 4.67482 0.91347 2.64094
H 4.47267 4.30151 2.64068
H 4.07302 -1.49940 1.88628
H 5.19128 0.11175 3.15630
C 0.38568 -3.21009 0.67704
N -0.16339 -2.38306 -0.40322
C -1.61280 -2.53483 -0.41270
C 0.46071 -2.72904 -1.69924
C 1.44132 -1.66774 -2.14362
C 2.81224 -1.93045 -2.17446
C 3.71636 -0.93995 -2.48808
C 3.26884 0.34611 -2.77893
C 1.91671 0.61139 -2.82271
C 0.99798 -0.39330 -2.51320
H 0.12511 -4.26994 0.52462
H -0.03959 -2.87856 1.62399
H 1.46446 -3.08829 0.72260
H -1.91079 -3.58444 -0.56083
H -2.04672 -1.91864 -1.19606
H -2.00406 -2.19633 0.54758
H -0.32782 -2.85681 -2.44353
H 0.98002 -3.69006 -1.62399
H 3.16129 -2.91273 -1.88090
H 4.77797 -1.14987 -2.45228
H 3.97667 1.14297 -2.96390
H 1.55299 1.60105 -3.06811
*
```

Atom charges from the natural (NBO) analysis, given in e for atoms 1 to 4: 1.211 -0.612 -0.214 -0.623

# 3
A molecular structure, C46H48BIN14P2RuSe2 in a non-equilibrium geometry, computed with wB97M-V/def2-TZVPD.

Summary:
- E_LUMO (alpha / beta) (eV) = -2.53 / -3.57
- gap between HOMO and LUMO (alpha / beta) (Eh) = 0.252 / 0.213

```
! RIJCOSX wB97M-V def2-TZVPD def2/J DEFGRID3
* xyz 1 2
Ru -0.88778 -0.38160 -1.00146
Se 0.94326 -3.05535 5.55682
P 1.30420 -1.28541 4.52005
C 3.04890 -1.13922 4.01079
C 3.43940 -1.04461 2.67781
C 4.78445 -1.00400 2.34322
C 5.75327 -1.05816 3.33275
C 5.37296 -1.18990 4.66081
C 4.03060 -1.24856 4.99554
C 0.82054 0.16944 5.49042
C 1.68657 0.76980 6.40283
C 1.24103 1.80224 7.21072
C -0.07744 2.23348 7.12850
C -0.94824 1.62519 6.23843
C -0.50157 0.59706 5.42170
C 0.36945 -1.11237 2.96035
C 0.15901 -0.15886 1.96522
N -0.51349 -0.81646 0.97209
N -0.73242 -2.06488 1.36663
N -0.21037 -2.25495 2.53596
P 0.55291 1.56662 1.70128
Se 0.18343 1.94425 -0.38942
C -0.55280 2.54270 2.72900
C -0.16373 3.77018 3.25727
C -1.08477 4.53878 3.95205
C -2.38888 4.09221 4.10684
C -2.78039 2.87236 3.56994
C -1.86439 2.09507 2.88359
C 2.24144 2.02135 2.12878
C 3.17115 2.30940 1.13538
C 4.46807 2.65177 1.48195
C 4.84049 2.70358 2.81709
C 3.90786 2.44135 3.81107
C 2.60863 2.11166 3.46901
H 2.70086 -1.00999 1.88961
H 5.07384 -0.93632 1.30177
H 6.80262 -1.02268 3.07044
H 6.12314 -1.27163 5.43581
H 3.74340 -1.43169 6.02380
H 2.71437 0.44155 6.48226
H 1.92044 2.26338 7.91508
H -0.42617 3.03336 7.76796
H -1.98014 1.94589 6.18103
H -1.19287 0.10811 4.74524
H 0.84999 4.12700 3.13213
H -0.78357 5.49105 4.36705
H -3.10293 4.69531 4.65218
H -3.79704 2.52275 3.69145
H -2.16771 1.13928 2.47076
H 2.87511 2.26802 0.09639
H 5.18720 2.88651 0.70841
H 5.85727 2.95851 3.08494
H 4.18903 2.49454 4.85447
H 1.87896 1.94115 4.24756
B -4.27688 -1.84242 -0.52877
N -3.09041 -2.63970 -1.12845
C -3.26179 -3.89034 -1.56474
C -2.02196 -4.44163 -1.84299
C -1.13261 -3.42420 -1.54020
N -1.78244 -2.33803 -1.10342
N -3.84177 -0.40433 -0.11342
C -4.75235 0.40940 0.42075
C -4.28499 1.71300 0.37908
C -3.03472 1.60353 -0.19566
N -2.76179 0.31633 -0.48420
H -5.12418 -1.76831 -1.38903
H -4.70423 -2.39605 0.44971
H -4.25055 -4.31585 -1.59063
H -1.80038 -5.43283 -2.19497
H -0.06074 -3.43345 -1.62647
H -5.68892 0.00109 0.76174
H -4.77683 2.60921 0.71115
H -2.33559 2.38741 -0.42129
I -4.32779 0.49850 -3.41446
C -2.48551 1.27429 -4.02026
C -2.41211 1.71765 -5.33706
C -1.21666 2.23041 -5.80263
C -0.14534 2.28680 -4.92686
C -0.32844 1.82734 -3.63864
N -1.46991 1.31623 -3.16089
H -3.28491 1.65953 -5.97093
H -1.12935 2.58332 -6.82145
H 0.81772 2.67146 -5.22995
H 0.49151 1.86204 -2.94064
C -1.48709 -1.21496 -7.61773
C -2.15732 -2.46504 -7.05724
C -3.51563 -2.14294 -6.44169
C -1.23060 -3.20337 -6.09311
N -0.74798 -2.36635 -4.99700
C -1.38158 -1.87310 -3.93662
N -0.49775 -1.23586 -3.19937
N 0.67797 -1.33362 -3.84012
N 0.54297 -2.01568 -4.91144
H -2.12271 -0.74888 -8.37028
H -0.52745 -1.44512 -8.08221
H -1.31389 -0.47987 -6.82822
H -2.31263 -3.16837 -7.88084
H -3.45119 -1.30667 -5.74083
H -3.93858 -2.99992 -5.91432
H -4.22271 -1.85022 -7.21730
H -0.33150 -3.53960 -6.60664
H -1.72178 -4.06945 -5.64786
H -2.42709 -2.00652 -3.71120
C 2.91266 0.66295 -2.29005
C 2.46533 -0.64389 -1.73882
N 1.41648 -0.95349 -0.98232
C 1.61844 -2.27762 -0.60426
C 2.76563 -2.75336 -1.13471
N 3.29045 -1.70134 -1.84553
H 2.15111 1.42184 -2.18992
H 3.20220 0.56334 -3.33651
H 3.78222 1.00620 -1.72514
H 0.95548 -2.76938 0.08622
H 3.25766 -3.70442 -1.04969
H 4.13567 -1.71398 -2.39103
*
```

Atom charges from the Löwdin analysis, given in e for atoms 1 to 4: 1.166 0.313 0.478 -0.340

# 4
A molecular structure, C9H11Cl2ErNO4Ru in a non-equilibrium geometry, computed with wB97M-V/def2-TZVPD.

Summary:
- E_LUMO (alpha / beta) (eV) = -15.24 / -19.22
- gap between HOMO and LUMO (alpha / beta) (Eh) = 0.192 / 0.214

```
! RIJCOSX wB97M-V def2-TZVPD def2/J DEFGRID3
* xyz 4 9
Ru -0.55548 -0.46722 -2.98706
Er -0.10366 -0.30483 -0.05288
Cl -1.38590 -2.05030 -1.24491
Cl -1.20558 1.55409 -1.61993
C 1.09157 1.61042 0.81351
C -0.08858 -1.95820 -3.90825
C -0.01028 0.63412 -4.32118
O 1.68861 2.51631 1.24808
O 0.20828 -2.91039 -4.51834
O 0.33958 1.32555 -5.20063
O -1.47447 -0.56332 1.53842
C -1.11569 -0.90596 2.71482
C 0.36876 -0.89043 3.04664
C 0.71527 0.20038 4.05913
C 0.28260 -0.11737 5.47707
C -1.19954 -0.29217 5.72385
C -1.84444 -1.46122 5.01559
N -2.05665 -1.18240 3.58760
H 0.66493 -1.88840 3.41415
H 0.98186 -0.73005 2.11341
H 1.80402 0.32353 4.04724
H 0.30967 1.15727 3.71453
H 0.79712 -1.02572 5.80014
H 0.64234 0.69118 6.11779
H -1.34168 -0.46943 6.79268
H -1.75025 0.62388 5.49220
H -1.23523 -2.36678 5.09986
H -2.83151 -1.66841 5.43526
H -3.01720 -1.17541 3.21512
*
```

Atom charges from the natural (NBO) analysis, given in e for atoms 1 to 4: 1.010 1.627 -0.284 -0.274

# 5
A single C13H16F2N2O molecule, computed with wB97M-V/def2-TZVPD.

Summary:
- E_LUMO (eV) = 0.67
- SMILES = O=C(Nc1ccc(F)c(F)c1)NC1CCCCC1
- gap between HOMO and LUMO (Eh) = 0.342

```
! RIJCOSX wB97M-V def2-TZVPD def2/J DEFGRID3
* xyz 0 1
O -1.66676 -2.93359 0.48230
C -1.06044 -1.90498 0.27943
N 0.32341 -1.94069 0.11107
C 1.27348 -0.93692 0.17871
C 1.08939 0.23378 0.91953
C 2.07290 1.20344 0.95910
C 3.26120 1.01969 0.27562
F 4.21163 1.97055 0.31839
C 3.46703 -0.15513 -0.43716
F 4.62285 -0.35988 -1.08922
C 2.48695 -1.12490 -0.48798
N -1.62759 -0.68338 0.17126
C -3.06273 -0.49476 0.24514
C -3.66307 -0.21336 -1.13685
C -3.24923 1.15636 -1.66985
C -3.63330 2.25389 -0.68213
C -2.98667 2.00177 0.67641
C -3.40015 0.63633 1.22131
H 0.67008 -2.87622 -0.05033
H 0.19222 0.36902 1.50136
H 1.93522 2.10690 1.53133
H 2.67480 -2.02772 -1.04763
H -1.08758 0.07220 -0.21681
H -3.45968 -1.44172 0.62578
H -4.75038 -0.25206 -1.05245
H -3.35237 -0.99854 -1.82871
H -3.73781 1.33375 -2.62983
H -2.17054 1.18242 -1.84493
H -3.32320 3.22721 -1.06749
H -4.71919 2.26995 -0.56661
H -3.28916 2.77910 1.38084
H -1.89961 2.05502 0.57877
H -4.47781 0.63095 1.39268
H -2.90810 0.44677 2.17716
*
```

Atom charges from the natural (NBO) analysis, given in e for atoms 1 to 4: -0.644 0.797 -0.634 0.176

# 6
A molecular structure, C32H33As2MoNO5 in a non-equilibrium geometry, computed with wB97M-V/def2-TZVPD.

Summary:
- E_LUMO (alpha / beta) (eV) = -7.88 / -7.96
- gap between HOMO and LUMO (alpha / beta) (Eh) = 0.226 / 0.223

```
! RIJCOSX wB97M-V def2-TZVPD def2/J DEFGRID3
* xyz 2 3
Mo -0.69885 0.71343 0.16384
O 0.29216 -0.95054 -0.80089
C -0.58703 -1.87953 -1.49476
C -1.77946 -2.08055 -0.59426
N -2.47708 -0.79338 -0.34210
C -3.19543 -0.26730 -1.52912
C -2.58318 1.06601 -1.93515
O -3.12419 2.00092 -2.40682
O -1.23387 1.05456 -1.62138
C -3.31820 -0.86753 0.86241
C -2.43945 -0.71981 2.09156
O -2.57822 -1.17880 3.16312
O -1.37655 0.15030 1.79914
H 1.09134 -0.74330 -1.32260
H -0.05459 -2.81900 -1.63539
H -0.84833 -1.46408 -2.46805
H -1.42845 -2.46304 0.36784
H -2.46798 -2.81736 -1.01556
H -4.25470 -0.12521 -1.32449
H -3.11840 -0.95729 -2.37099
H -3.87936 -1.80056 0.93636
H -4.02662 -0.03717 0.86296
C 1.52310 2.32797 -2.82750
C 2.60416 1.56216 -2.75734
As 3.21791 -0.10953 0.29170
C 3.11077 -1.19833 1.89608
C 1.87866 -1.70676 2.30039
C 1.78625 -2.49816 3.43320
C 2.93285 -2.80969 4.15342
C 4.16602 -2.33182 3.73506
C 4.25939 -1.52051 2.61066
C 4.92395 0.77115 0.47603
C 5.77988 0.61164 -0.61179
C 7.06105 1.14837 -0.57260
C 7.48066 1.85024 0.54617
C 6.62583 2.01473 1.63157
C 5.35219 1.47270 1.60229
As 1.62343 1.62666 1.04673
C 1.42846 1.85549 2.96151
C 0.37165 2.65920 3.38477
C 0.19316 2.91264 4.73422
C 1.07064 2.36628 5.66172
C 2.12607 1.57347 5.23771
C 2.30982 1.31135 3.88671
C 1.84024 3.40211 0.33288
C 3.09268 3.91229 0.01436
C 3.19296 5.20499 -0.48242
C 2.05561 5.98014 -0.65857
C 0.80466 5.46715 -0.34149
C 0.69645 4.17637 0.14984
H 0.67701 2.06451 -3.45002
H 1.47003 3.27650 -2.30825
H 3.47078 1.86212 -2.17750
H 2.69403 0.64204 -3.32462
H 0.97564 -1.47280 1.74404
H 0.82293 -2.86871 3.75878
H 2.86410 -3.42924 5.03730
H 5.06175 -2.58418 4.28664
H 5.22636 -1.13917 2.30759
H 5.45626 0.07003 -1.49353
H 7.72496 1.01728 -1.41613
H 8.47667 2.27097 0.57713
H 6.95570 2.56417 2.50326
H 4.70040 1.60607 2.45798
H -0.30622 3.11624 2.67102
H -0.62370 3.54157 5.06134
H 0.93241 2.56348 6.71613
H 2.81432 1.15325 5.95880
H 3.12962 0.67901 3.57961
H 3.98670 3.31734 0.13938
H 4.16614 5.60580 -0.73208
H 2.14270 6.98598 -1.04630
H -0.08330 6.06870 -0.48099
H -0.29148 3.78744 0.38507
*
```

Atom charges from the Löwdin analysis, given in e for atoms 1 to 4: 1.658 -0.252 -0.129 -0.118

# 7
A gas-phase ion, C4H11N2 (charge +1) in a non-equilibrium geometry, computed with wB97M-V/def2-TZVPD.

Summary:
- E_LUMO (eV) = -3.74
- SMILES = CCC/[NH+]=C\N
- gap between HOMO and LUMO (Eh) = 0.411

```
! RIJCOSX wB97M-V def2-TZVPD def2/J DEFGRID3
* xyz 1 1
C 2.31173 0.25479 0.78237
C 1.48383 -0.33462 -0.57003
C 0.02333 -0.19485 -0.78845
N -0.75640 -0.49630 0.40081
C -2.05260 -0.24720 0.55859
N -2.72818 0.59643 -0.16713
H 2.93160 -0.27735 1.43912
H 2.91863 1.00796 0.43530
H 1.69715 1.05669 1.23094
H 1.98926 -1.20342 -0.85061
H 1.99006 0.35849 -1.22786
H -0.27127 -1.06065 -1.59776
H -0.37540 0.73656 -1.20861
H -0.19873 -1.24332 1.05357
H -2.67493 -0.61203 1.49972
H -3.64506 0.92250 0.17413
H -2.64303 0.73632 -1.16410
*
```

Atom charges from the natural (NBO) analysis, given in e for atoms 1 to 4: -0.638 -0.469 -0.240 -0.510

Number 1: DFT total energy -4552.20012 Eh. Number 2: DFT total energy -3901.41275 Eh. Number 3: DFT total energy -8451.17243 Eh. Number 4: DFT total energy -2733.71252 Eh. Number 5: DFT total energy -889.49872 Eh. Number 6: DFT total energy -6209.30119 Eh. Number 7: DFT total energy -268.20343 Eh.